Molecular formula: C18H54BaNO12
Method: DFT, the ωB97M-V functional and the def2-TZVPD basis

Results
relative energy (zero: lowest compared OMol25 entry of this formula, charge and spin)	34.5	kcal/mol
highest occupied orbital energy	-11.05	eV
charge	+1
maximum force	0.116	Eh/bohr
orbital gap	0.244	hartree
LUMO energy	-4.41	eV

Geometry (Å):
Ba (20.1626, 3.7569, -6.7811)
O (21.4223, 4.4052, -4.4244)
O (23.4243, 4.8996, -4.3372)
O (25.7021, 3.5233, 0.6155)
O (22.4402, 4.3098, -2.5628)
O (24.9334, 5.4578, -1.2570)
O (21.2006, 1.2426, -6.1328)
O (20.8343, 6.5051, -6.8896)
O (18.1411, 5.2315, -2.6076)
O (25.3017, 6.7638, -5.2145)
O (28.2428, 1.5723, -2.8649)
O (22.2976, 6.3174, 2.9608)
O (22.9756, 3.5734, -6.9775)
N (22.4041, 4.5865, -3.7718)
C (24.1447, 3.7000, -7.7451)
C (23.1061, 1.0305, -4.6943)
C (23.8303, 2.2004, -0.2408)
C (26.0642, 2.2568, -3.5439)
C (26.4758, 6.0619, -5.5327)
C (27.2479, 6.9801, -6.4924)
C (19.1894, 5.6237, -1.7590)
C (22.7336, 5.5805, 1.7567)
C (21.8856, 7.3466, -6.4936)
C (21.1319, 8.5541, -5.8941)
C (25.2785, 2.2272, 0.2665)
C (19.8024, 6.9854, -2.1526)
C (24.3450, 5.1312, -8.1928)
C (25.2504, 6.7418, -1.7333)
C (21.5579, 0.9131, -4.8265)
C (21.5097, 5.3093, 0.8623)
C (26.7506, 6.8973, -1.7978)
C (27.3955, 2.6452, -2.9250)
H (25.6147, 4.0851, -0.1580)
H (23.4166, 6.1974, 1.1727)
H (21.8277, 9.3831, -5.7648)
H (23.1267, 4.0598, -6.1637)
H (23.4114, 1.2138, -0.0426)
H (20.7907, 8.4220, -4.8673)
H (24.1825, 5.8248, -7.3678)
H (23.6817, 0.2505, -5.1926)
H (27.5449, 7.9345, -6.0576)
H (19.9415, 4.8365, -1.8129)
H (25.5154, 3.1837, -3.7108)
H (19.7064, 7.1668, -3.2231)
H (24.9529, 3.2948, -7.1362)
H (25.4232, 1.6790, -2.8780)
H (24.8566, 6.9122, -2.7353)
H (26.2156, 1.7843, -4.5145)
H (26.1739, 5.1040, -5.9564)
H (20.3976, 8.9586, -6.5907)
H (22.4665, 6.8271, -5.7315)
H (23.4415, 1.1643, -3.6659)
H (25.3472, 1.6144, 1.1653)
H (23.7534, 2.4316, -1.3032)
H (27.3477, 3.1729, -1.9725)
H (25.3405, 5.3009, -8.6029)
H (24.1175, 3.1044, -8.6576)
H (21.8173, 4.5623, 0.1304)
H (23.1588, 4.6065, 1.9990)
H (20.8752, 7.0144, -1.9617)
H (24.7889, 7.4434, -1.0384)
H (21.2811, -0.1119, -4.5797)
H (24.1776, 5.0603, -1.6956)
H (22.4572, 7.2621, 2.9005)
H (20.7696, 4.8712, 1.5319)
H (18.8550, 5.5526, -0.7240)
H (17.3230, 5.6766, -2.3749)
H (21.2059, 1.5752, -4.0355)
H (28.1761, 6.4388, -6.6754)
H (26.6367, 7.1998, -7.3677)
H (27.2914, 6.2014, -2.4393)
H (27.0707, 7.9001, -2.0807)
H (20.2508, 6.9659, -7.4969)
H (22.5187, 7.6063, -7.3421)
H (21.6157, 0.5367, -6.6337)
H (23.3456, 1.9729, -5.1869)
H (28.9457, 1.7686, -2.2412)
H (25.9244, 1.7194, -0.4497)
H (19.4265, 7.8619, -1.6248)
H (26.9603, 5.7751, -4.5994)
H (23.2787, 2.9394, 0.3403)
H (21.0665, 6.1519, 0.3316)
H (27.8129, 3.4101, -3.5798)
H (23.6718, 5.3875, -9.0108)
H (24.6113, 6.1600, -4.9312)
H (27.1045, 6.6114, -0.8072)

Cartesian forces, eV/Å:
Ba 1.55 0.29 1.16
O -5.10 -0.73 -3.01
O 2.65 1.15 -1.79
O 0.32 -0.46 0.12
O -0.57 0.55 -0.19
O 0.29 -0.95 0.23
O -1.24 0.50 -0.99
O -1.10 -2.96 -1.01
O -0.58 -0.38 -0.90
O -1.03 0.80 0.05
O 0.95 -1.60 0.26
O 0.42 -1.28 -0.60
O -1.91 -0.35 -0.40
N 2.42 -1.53 4.01
C 1.18 0.31 -0.77
C -0.55 0.72 -0.20
C 0.48 -0.07 0.44
C -0.14 0.71 0.57
C -0.50 0.57 -0.02
C 0.43 -1.13 0.92
C 0.67 0.26 0.42
C -1.51 1.76 -0.27
C -0.67 1.83 1.18
C 2.03 0.93 0.14
C -0.55 -0.39 0.18
C 0.37 -0.11 0.25
C 0.24 0.28 -0.04
C -0.05 0.21 -0.82
C 2.79 -0.87 2.48
C 0.40 -0.58 0.65
C 0.42 -0.28 0.81
C -0.61 1.56 -0.61
H -0.07 0.52 -0.22
H 0.49 -0.24 0.29
H 0.27 0.14 -0.14
H 0.25 0.42 0.82
H -0.17 -0.03 -0.18
H -0.54 -0.53 -0.36
H 0.17 0.08 0.02
H -0.16 -0.18 0.10
H -0.28 -0.10 0.35
H 0.12 0.10 -0.36
H -0.12 0.18 -0.14
H -0.26 -0.18 -0.07
H 0.32 0.25 -0.08
H 0.28 -0.39 -0.09
H -0.34 -0.03 0.00
H 0.01 -0.26 0.14
H 0.34 -0.17 -0.68
H -0.34 -0.29 0.16
H -0.02 -0.04 -0.19
H -0.18 -0.41 0.02
H -0.04 0.16 0.18
H -0.06 0.09 -0.01
H -0.66 -0.22 0.35
H 0.13 -0.10 0.20
H -0.50 -0.45 0.26
H -0.21 -0.05 -0.20
H 0.25 0.41 0.51
H 0.13 -0.26 0.14
H 0.22 0.44 -0.08
H -0.47 0.06 -0.05
H -0.35 0.14 -0.30
H 0.22 -0.13 -0.39
H -0.29 -0.08 -0.24
H -0.02 0.52 0.16
H 0.05 0.11 0.14
H -0.81 0.28 -0.60
H 0.09 0.20 -0.79
H 0.26 -0.28 -0.13
H -0.54 -0.15 -0.42
H -0.12 0.05 0.26
H 0.09 0.46 0.00
H 0.01 0.05 0.06
H -0.05 0.13 -0.67
H 0.24 0.01 -0.03
H 0.10 -0.13 -0.02
H 0.33 0.18 -0.29
H -0.44 -0.16 0.03
H 0.69 0.33 -0.05
H -0.18 -0.08 -0.12
H 0.27 0.23 0.26
H 0.22 0.27 -0.41
H -0.29 -0.05 0.07
H 0.10 -0.11 0.30
H 0.34 0.50 0.21

So, what does the Löwdin scheme give us? The charges, in e, come out as:
1 Ba 2.022
2 O -0.168
3 O -0.018
4 O -0.073
5 O 0.033
6 O -0.099
7 O -0.237
8 O -0.259
9 O -0.089
10 O -0.108
11 O -0.043
12 O -0.093
13 O -0.244
14 N -0.590
15 C -0.286
16 C -0.053
17 C -0.067
18 C -0.074
19 C -0.312
20 C -0.057
21 C -0.320
22 C -0.252
23 C -0.269
24 C -0.045
25 C -0.315
26 C -0.071
27 C -0.064
28 C -0.299
29 C -0.297
30 C -0.090
31 C -0.068
32 C -0.363
33 H 0.026
34 H 0.099
35 H 0.084
36 H 0.020
37 H 0.076
38 H 0.068
39 H 0.054
40 H 0.091
41 H 0.078
42 H 0.087
43 H 0.059
44 H 0.049
45 H 0.119
46 H 0.052
47 H 0.092
48 H 0.081
49 H 0.093
50 H 0.083
51 H 0.099
52 H 0.067
53 H 0.111
54 H 0.037
55 H 0.110
56 H 0.090
57 H 0.122
58 H 0.044
59 H 0.102
60 H 0.059
61 H 0.112
62 H 0.123
63 H 0.043
64 H 0.069
65 H 0.080
66 H 0.112
67 H 0.086
68 H 0.114
69 H 0.076
70 H 0.066
71 H 0.056
72 H 0.083
73 H 0.083
74 H 0.122
75 H 0.108
76 H 0.050
77 H 0.097
78 H 0.091
79 H 0.074
80 H 0.091
81 H 0.053
82 H 0.055
83 H 0.099
84 H 0.081
85 H 0.010
86 H 0.081